#P
The following is a quantum chemistry calculation of a 2-piece molecular cluster, C8H17N2 overall, from the OMol25 dataset.

Calculated values
Charge: +1
Highest occupied orbital energy (spin up / spin down) (eV): -11.4 / -11.4

The geometry in XYZ format:
```
27
C8H17N2 | the OMol25 dataset | the ωB97M-V functional and the def2-TZVPD basis
C -2.58 -0.23 0.73
C -1.35 -0.23 0.68
C -0.94 -0.78 -2.52
C 0.30 -2.32 0.90
C 2.15 -1.03 -0.06
C 0.13 2.21 -0.51
C 0.19 1.84 1.86
C 0.10 -0.09 0.58
N 0.91 -1.11 0.44
N 0.65 1.22 0.54
H -3.60 -0.33 0.38
H -1.13 -1.44 -1.58
H -0.56 0.10 -2.23
H -1.81 -0.55 -3.05
H 0.01 -2.30 2.03
H -0.48 -2.62 0.21
H 1.12 -3.05 0.58
H -0.27 -1.30 -3.16
H 2.49 -0.08 -0.43
H 2.74 -1.83 -0.28
H 0.75 3.07 -0.50
H 0.29 1.80 -1.50
H -0.97 2.24 -0.27
H -0.82 1.48 1.96
H 0.89 1.47 2.66
H 0.16 2.90 1.94
H 1.63 0.96 0.62
```

***

#Q
The following is a quantum chemistry calculation of a 2-piece molecular cluster, C8H17N2 overall, from the OMol25 dataset.

Calculated values
Charge: +1
Highest occupied orbital energy (eV): -13.9

The geometry in XYZ format:
```
27
C8H17N2 | the OMol25 dataset | the ωB97M-V functional and the def2-TZVPD basis
C 3.10 -1.77 0.19
C 0.33 0.84 -0.96
C -0.43 -0.06 -0.37
C -2.76 -0.01 0.22
C -1.33 -1.19 1.75
C -1.21 1.25 1.69
C 0.97 0.50 -2.19
C -1.41 0.02 0.86
N 2.80 -0.91 -0.70
N 1.63 1.43 -2.79
H 3.87 -1.64 0.80
H 2.46 -2.64 0.16
H 0.64 1.70 -0.28
H -0.31 -1.04 -0.80
H -3.02 -1.00 -0.02
H -2.83 0.63 -0.74
H -3.57 0.14 1.02
H -1.34 -2.09 1.24
H -0.44 -0.95 2.34
H -2.14 -1.17 2.47
H -0.99 2.05 0.91
H -0.23 1.32 2.21
H -2.01 1.53 2.41
H 0.83 -0.38 -2.75
H 2.08 1.41 -3.70
H 3.51 -0.27 -0.73
H 1.79 2.30 -2.27
```

***

It is #Q that is most stable; the runner-up trails by 3.444 eV.

***

#P
The following is a quantum chemistry calculation of C6H8F2 in the gas phase, from the OMol25 dataset.

Calculated values
SMILES: C[C@H](F)/C=C\C=C/F
Highest occupied orbital energy (eV): -9.0

The geometry in XYZ format:
```
16
C6H8F2 | the OMol25 dataset | the ωB97M-V functional and the def2-TZVPD basis
C 0.40 0.60 2.34
C 0.20 0.53 0.83
C 0.76 -0.67 0.15
C 0.32 -1.29 -0.93
C -0.78 -0.85 -1.88
C -0.93 0.47 -2.15
H 0.12 1.61 2.66
H -0.16 -0.22 2.80
H 1.45 0.33 2.54
H 0.59 1.47 0.35
H 1.63 -1.14 0.65
H 0.76 -2.27 -1.22
H -1.30 -1.61 -2.45
H -1.76 1.05 -2.72
F -1.16 0.57 0.59
F -0.13 1.42 -1.56
```

***

#Q
The following is a quantum chemistry calculation of C6H8F2 in the gas phase, from the OMol25 dataset.

Calculated values
SMILES: C=C(F)C/C=C(/C)F
Highest occupied orbital energy (eV): -9.4

The geometry in XYZ format:
```
16
C6H8F2 | the OMol25 dataset | the ωB97M-V functional and the def2-TZVPD basis
C 1.57 0.11 -2.46
C 1.16 0.10 -1.04
C 0.01 0.50 -0.42
C -0.25 0.58 1.09
C -1.52 -0.07 1.41
C -1.68 -1.07 2.22
H 2.45 0.80 -2.47
H 0.83 0.47 -3.26
H 1.79 -0.90 -2.87
H -0.79 0.91 -1.01
H 0.59 0.15 1.72
H -0.37 1.59 1.48
H -0.85 -1.69 2.67
H -2.57 -1.52 2.45
F 2.24 -0.41 -0.28
F -2.61 0.45 0.75
```

***

It is #Q that is most stable; the runner-up trails by 0.144 eV.

***

#P
The following is a quantum chemistry calculation of C4H4 as an isolated structure, from the OMol25 dataset.

Calculated values
Highest occupied orbital energy (eV): -9.1

The geometry in XYZ format:
```
8
C4H4 | the OMol25 dataset | the ωB97M-V functional and the def2-TZVPD basis
C 1.22 -0.17 -0.15
C 0.19 -1.30 0.19
C -0.87 -0.18 -0.15
C 0.22 0.68 0.29
H 2.21 -0.08 -0.33
H -1.20 -0.13 -1.24
H -1.85 -0.30 0.39
H 0.08 1.48 1.01
```

***

#Q
The following is a quantum chemistry calculation of C4H4 as an isolated structure, from the OMol25 dataset.

Calculated values
Highest occupied orbital energy (eV): -9.3

The geometry in XYZ format:
```
8
C4H4 | the OMol25 dataset | the ωB97M-V functional and the def2-TZVPD basis
C 0.80 -0.52 -0.44
C 0.02 -1.29 -1.25
C 0.76 0.49 0.52
C -0.79 -0.37 -0.36
H 1.05 0.30 1.53
H 0.76 1.57 0.33
H -1.14 0.44 -0.84
H -1.45 -0.62 0.50
```

***

It is #P that is most stable; the runner-up trails by 0.751 eV.

***

#P
The following is a quantum chemistry calculation of a 2-piece molecular cluster, C2H9N5 overall, from the OMol25 dataset.

Calculated values
Charge: +2
Highest occupied orbital energy (spin up / spin down) (eV): -18.8 / -19.0

The geometry in XYZ format:
```
16
C2H9N5 | the OMol25 dataset | the ωB97M-V functional and the def2-TZVPD basis
C 1.68 -0.55 -0.20
C -2.05 1.03 -0.08
N 1.73 -1.22 0.93
N 0.66 0.18 -0.63
N 0.88 1.13 -1.46
N 1.00 -1.79 1.76
N -1.07 0.13 0.20
H 2.64 -0.54 -0.80
H -1.85 2.04 0.25
H -2.63 0.97 -0.99
H -2.82 0.86 0.64
H 1.50 1.13 -2.26
H 0.02 1.81 -1.39
H 1.43 -2.07 2.75
H 0.12 -2.25 1.45
H -1.23 -0.87 -0.18
```

***

#Q
The following is a quantum chemistry calculation of a 2-piece molecular cluster, C2H9N5 overall, from the OMol25 dataset.

Calculated values
Charge: +2
Highest occupied orbital energy (spin up / spin down) (eV): -16.4 / -17.4

The geometry in XYZ format:
```
16
C2H9N5 | the OMol25 dataset | the ωB97M-V functional and the def2-TZVPD basis
C -0.24 2.21 -0.30
C 1.04 0.15 -0.47
N -0.73 -1.79 0.62
N -1.44 2.70 -0.22
N 2.19 0.41 -0.93
N -0.04 0.95 -0.11
N -0.69 -3.11 0.90
H 0.59 2.73 -0.78
H -1.63 3.72 0.00
H -2.08 2.06 0.20
H 2.86 -0.45 -0.77
H 2.54 1.26 -1.34
H -0.63 0.28 0.36
H 0.19 -3.58 1.11
H -1.26 -3.46 1.68
H -0.94 -3.61 0.05
```

***

It is #Q that is most stable; the runner-up trails by 1.682 eV.

***

#P
The following is a quantum chemistry calculation of C2HF3O3S in the gas phase, from the OMol25 dataset.

Calculated values
SMILES: O=CS(=O)(=O)C(F)(F)F
Highest occupied orbital energy (eV): -10.2

The geometry in XYZ format:
```
10
C2HF3O3S | the OMol25 dataset | the ωB97M-V functional and the def2-TZVPD basis
C -0.71 -1.62 0.17
C 0.99 0.91 0.34
O -0.02 -2.36 -0.42
O -0.31 0.23 -2.04
O -1.79 0.92 -0.14
F 1.63 -0.18 0.73
F 0.52 1.62 1.36
F 1.74 1.67 -0.38
S -0.61 0.26 -0.58
H -1.45 -1.47 0.96
```

***

#Q
The following is a quantum chemistry calculation of a 2-piece molecular cluster, C2HF3O3S overall, from the OMol25 dataset.

Calculated values
Highest occupied orbital energy (eV): -11.7

The geometry in XYZ format:
```
10
C2HF3O3S | the OMol25 dataset | the ωB97M-V functional and the def2-TZVPD basis
C 0.89 -0.12 0.12
C 1.24 -1.57 -0.02
O 1.67 2.42 -0.37
O 3.43 0.68 -0.19
O 1.38 0.51 1.30
F 1.97 -2.03 0.99
F 0.17 -2.37 -0.15
F 1.97 -1.73 -1.14
S 2.08 1.10 -0.05
H -0.91 0.22 -0.04
```

***

It is #P that is most stable; the runner-up trails by 2.714 eV.

***

#P
The following is a quantum chemistry calculation of a 4-piece molecular cluster, CH10NO3 overall, from the OMol25 dataset.

Calculated values
Charge: +1
Highest occupied orbital energy (eV): -14.3

The geometry in XYZ format:
```
15
CH10NO3 | the OMol25 dataset | the ωB97M-V functional and the def2-TZVPD basis
C -0.28 1.34 0.04
N 0.25 0.32 0.69
H -0.34 2.34 0.53
H -0.46 1.10 -0.97
H 0.30 -0.71 0.41
H 0.48 0.44 1.74
H -0.75 0.89 -4.55
H -2.22 1.12 -4.93
O -1.56 1.25 -4.20
H -0.48 -0.50 4.38
H 0.85 -0.71 3.99
O 0.09 -0.24 3.74
H 1.13 -2.25 -0.97
H 1.69 -2.60 0.22
O 1.30 -1.81 -0.12
```

***

#Q
The following is a quantum chemistry calculation of a 4-piece molecular cluster, CH10NO3 overall, from the OMol25 dataset.

Calculated values
Charge: +1
Highest occupied orbital energy (eV): -14.9

The geometry in XYZ format:
```
15
CH10NO3 | the OMol25 dataset | the ωB97M-V functional and the def2-TZVPD basis
C 0.33 0.72 2.59
N 0.47 0.25 1.42
H -0.64 0.79 3.06
H 1.21 0.97 3.17
H 1.44 0.02 1.06
H -0.20 0.30 0.66
H -2.68 -0.91 -3.28
H -3.94 -1.34 -2.58
O -3.03 -1.08 -2.39
H -0.18 0.28 -2.10
H -1.43 -0.27 -1.52
O -0.63 0.21 -1.24
H 3.35 -0.57 -0.09
H 3.68 0.26 1.13
O 2.98 0.13 0.48
```

***

It is #Q that is most stable; the runner-up trails by 0.859 eV.